1.
Formula: C4H10O2
Source: the Open Molecules 2025 dataset
Level of theory: ωB97M-V with the def2-TZVPD basis set

XYZ file:
```
16
Properties=species:S:1:pos:R:3:forces:R:3:nbo_charge:R:1
C 0.983273 2.223292 -0.600351 -0.057 0.040 -0.052 -0.63
H -0.437909 0.001525 -1.534964 0.104 0.006 0.217 0.17
H 0.243104 2.404686 -1.385452 0.086 -0.033 0.077 0.21
H 0.793270 2.928356 0.215496 0.010 -0.051 -0.112 0.22
C 0.916055 0.811807 -0.096823 0.115 0.032 -0.049 -0.27
H -0.827323 0.432997 1.608444 -0.031 0.088 0.072 0.47
C -0.970911 -2.160656 -0.335182 -0.179 -0.136 -0.046 -0.26
O -0.727580 -0.194313 2.333036 0.013 -0.108 0.030 -0.94
H -1.332055 -2.113789 -1.371182 0.051 -0.001 0.142 0.17
H -0.074598 -0.807438 1.970390 -0.081 -0.015 0.113 0.47
H -1.735470 -1.766440 0.344711 0.054 -0.086 -0.112 0.19
O 0.239740 -1.436307 -0.186356 0.126 0.052 0.020 -0.53
C 0.193012 -0.153326 -0.652751 0.037 0.124 -0.170 0.11
H -0.750648 -3.198563 -0.077933 -0.054 0.161 -0.040 0.20
H 1.516656 0.561901 0.778322 -0.072 0.014 -0.174 0.21
H 1.971384 2.466266 -1.009405 -0.124 -0.086 0.084 0.22
```
Forces are in eV/Å.

Gap between HOMO and LUMO = 10.0 eV
Largest force on an atom = 0.2 eV/Å
SMILES = C/C=C/OC.O

---

2.
Formula: C2H4N4
Source: the Open Molecules 2025 dataset
Level of theory: ωB97M-V with the def2-TZVPD basis set

XYZ file:
```
10
Properties=species:S:1:pos:R:3:forces:R:3:nbo_charge:R:1
N 1.347198 -0.174118 -1.285300 0.193 -0.024 -0.170 -0.17
H 2.221285 -0.157144 -1.789251 -0.049 0.051 0.144 0.40
H -1.722642 -0.113904 0.834105 -0.063 0.182 0.485 0.47
H -1.042268 1.284373 1.543940 0.130 -0.141 -0.111 0.42
N -0.876891 0.302422 1.308869 -0.112 0.011 0.091 -0.71
N 0.237374 -0.683782 -1.836638 0.060 0.059 0.108 -0.30
C -0.742348 -0.560777 -0.909984 0.404 0.028 -0.185 -0.30
C -0.038830 0.045146 0.137940 -0.146 -0.085 -0.116 0.06
N 1.247898 0.299113 -0.052870 -0.490 -0.146 -0.048 -0.28
H -0.645885 -0.217470 2.159246 0.074 0.065 -0.199 0.42
```
Forces are in eV/Å.

Gap between HOMO and LUMO = 7.8 eV
Largest force on an atom = 0.5 eV/Å

---

3.
Formula: C18H15BrTi
Source: the Open Molecules 2025 dataset
Level of theory: ωB97M-V with the def2-TZVPD basis set

XYZ file:
```
35
Properties=species:S:1:pos:R:3:forces:R:3:mulliken_spin:R:1
H -1.976465 1.022096 5.761142 0.474 -0.156 -0.378 0.00
H -3.200681 0.529520 -1.122348 0.863 -0.582 -0.173 0.01
H 0.728190 1.569617 -4.382123 0.354 -0.028 0.371 0.00
C 1.030251 -0.408120 4.840800 -0.715 0.310 0.623 -0.03
C 1.607676 2.040501 -2.360571 0.055 -0.576 -0.116 0.03
C -0.324666 0.541917 1.441318 -1.172 0.571 -0.117 0.00
C 0.969746 -0.195454 3.474294 -0.463 0.292 -0.274 0.04
C -2.367027 -1.611085 -1.431023 -3.564 0.580 -1.588 -0.01
H -1.347499 -3.137819 -2.740564 0.299 0.145 0.251 0.01
C 2.222641 0.131412 -3.496252 -0.450 0.803 -0.133 0.01
C 1.427069 1.324595 -3.568572 0.423 -0.474 0.055 0.01
Ti -0.581660 -1.095921 -0.792089 3.537 3.536 0.097 1.67
C -0.866329 0.676737 0.309930 1.633 0.070 1.943 0.06
H 1.880075 -0.949719 5.296674 -0.531 0.375 -0.380 0.00
C 2.475594 1.288641 -1.526166 0.164 0.044 -0.669 -0.01
H 2.217809 -0.648479 -4.266928 0.195 0.214 0.372 -0.01
H -1.834057 1.133998 -3.394564 0.358 -0.377 0.698 0.00
C -1.803416 0.181053 -2.849030 -0.535 -0.465 0.401 -0.03
H -2.072895 1.386628 3.292418 0.429 -0.206 0.050 0.01
Br 0.975178 -2.834933 -0.287868 0.969 -1.419 0.675 0.02
C -1.185067 0.910982 3.723790 -0.224 0.105 0.900 0.05
H 1.104523 2.959505 -2.086982 -0.048 -0.012 0.043 -0.01
H 2.769263 1.555867 -0.515383 0.006 -0.041 -0.106 0.00
C -0.147629 0.482926 2.870933 0.316 -0.994 -0.071 -0.02
C -1.191595 -0.979068 -3.348263 -0.736 -0.749 0.371 0.02
H -2.814896 -2.157879 -0.589888 -0.122 0.060 -0.698 0.07
H 0.022669 -0.128601 6.769044 -0.055 0.077 -0.651 0.01
H 3.585572 -0.617769 -1.906555 -0.067 -0.112 0.136 0.00
H -0.721147 -1.011551 -4.332505 0.305 -0.164 0.653 0.00
C -1.532120 -2.098512 -2.498839 -0.897 0.596 -1.078 0.03
C -1.139229 0.695913 5.122488 0.498 -0.049 -0.721 -0.03
C 2.888914 0.135412 -2.246457 -0.479 0.301 -0.167 0.00
H 1.749588 -0.587743 2.823094 -0.185 0.141 0.072 0.01
C -2.515531 -0.148573 -1.662619 -1.068 -1.626 -0.410 0.03
C -0.032847 0.043915 5.679664 0.431 -0.189 0.021 0.06
```
Forces are in eV/Å.

Gap between HOMO and LUMO (alpha / beta) = 4.1 / 4.7 eV
Expectation value of S² = 2.018
Total charge = -2
Largest force on an atom = 5.0 eV/Å
Multiplicity = 3

---

4.
Formula: C5
Source: the Open Molecules 2025 dataset
Level of theory: ωB97M-V with the def2-TZVPD basis set

XYZ file:
```
5
Properties=species:S:1:pos:R:3:forces:R:3:nbo_charge:R:1
C -0.623043 -0.929010 0.334790 0.147 -0.535 -0.940 0.02
C -0.554685 0.464703 0.524561 -0.913 0.211 0.693 -0.01
C 0.734970 0.122010 -0.393285 -1.156 -1.896 -0.635 -0.05
C -0.298384 -0.734541 -1.052346 1.234 1.285 1.211 0.07
C 0.741142 1.076838 0.586280 0.688 0.936 -0.329 -0.01
```
Forces are in eV/Å.

Gap between HOMO and LUMO = 7.8 eV
Largest force on an atom = 2.3 eV/Å

---

Question: Which value of largest force on an atom does entry 3 give?
Answer: 5.0 eV/Å